# 1
Computed, not measured: 8 unconnected molecules or ions with the total composition C40H67N5O6 at a distorted geometry, with ωB97M-V/def2-TZVPD.

The total charge is 0. The SMILES is O=[N+]([O-])c1ccccc1.COC[C@H](C)N.COC[C@H](C)N.COC[C@H](C)N.COC[C@H](C)N.c1ccccc1.c1ccccc1.c1ccccc1. The HOMO energy is -8.7 eV. The relative energy (zero: lowest compared OMol25 entry of this formula, charge and spin) comes out at 0.0 kJ/mol. As for the gap between HOMO and LUMO: 8.20 eV. As for the LUMO energy: -0.514 eV. The largest force on an atom is 1.751 eV Å⁻¹. As for the calculated total energy: -2289.3571 a.u.

Positions of all 118 atoms, in Å:
C (-1.02860, 2.07389, 3.15412)
C (-1.95098, 3.17492, 2.68547)
C (-1.55387, 3.73103, 1.32978)
O (-1.96797, 5.06964, 1.17212)
C (-1.78727, 5.50572, -0.16617)
N (-3.35539, 2.76234, 2.60463)
H (-1.01841, 1.22597, 2.46218)
H (-1.31774, 1.67692, 4.13024)
H (-0.00888, 2.43785, 3.28328)
H (-1.84618, 3.99949, 3.40515)
H (-1.90421, 3.03422, 0.55237)
H (-0.46345, 3.74741, 1.16335)
H (-2.19182, 6.50272, -0.33512)
H (-2.32828, 4.78457, -0.78301)
H (-0.73231, 5.58456, -0.43276)
H (-3.94202, 3.58265, 2.52549)
H (-3.62590, 2.23048, 3.42246)
C (0.27501, -5.07235, 0.66486)
C (-0.48282, -4.66964, -0.58979)
C (-0.55078, -5.78516, -1.61831)
O (-1.24715, -5.29718, -2.73707)
C (-1.54399, -6.27818, -3.71409)
N (-1.84624, -4.25073, -0.25255)
H (0.16597, -4.35893, 1.48411)
H (1.35779, -5.10488, 0.50619)
H (-0.02076, -6.05653, 1.03535)
H (0.05938, -3.82252, -1.03362)
H (-1.02242, -6.68938, -1.20214)
H (0.45136, -6.10086, -1.95711)
H (-1.81135, -5.70192, -4.59739)
H (-2.37622, -6.91634, -3.40604)
H (-0.67317, -6.90954, -3.91512)
H (-2.22516, -4.00595, -1.17653)
H (-1.90864, -3.31295, 0.13919)
C (3.68943, 6.88258, -2.09784)
C (2.64206, 5.89441, -2.53457)
C (1.36091, 6.65885, -2.81894)
O (0.32307, 5.76230, -3.20754)
C (-0.59049, 6.34570, -4.10658)
N (3.10965, 5.27237, -3.78549)
H (3.75697, 7.79403, -2.68965)
H (4.65619, 6.39605, -1.97253)
H (3.39889, 7.24187, -1.10020)
H (2.50798, 5.13199, -1.76024)
H (1.60795, 7.34121, -3.63673)
H (1.09952, 7.25510, -1.93957)
H (-1.19517, 5.52969, -4.50101)
H (-0.17951, 6.84466, -4.99558)
H (-1.16214, 7.13683, -3.60772)
H (2.42274, 4.65265, -4.20270)
H (3.90661, 4.68014, -3.57438)
C (1.55217, 0.46076, 4.62084)
C (1.43368, -0.84795, 5.41169)
C (0.29548, -1.67844, 4.85460)
O (-0.91564, -0.96174, 4.91976)
C (-1.99164, -1.65981, 4.35813)
N (2.68338, -1.58352, 5.35337)
H (0.74810, 1.18333, 4.82197)
H (1.39599, 0.29375, 3.54817)
H (2.46442, 1.03204, 4.79450)
H (1.10723, -0.59149, 6.42582)
H (0.27105, -2.63056, 5.39498)
H (0.48259, -1.85882, 3.78582)
H (-2.08022, -2.65238, 4.82362)
H (-1.86797, -1.84670, 3.28367)
H (-2.93119, -1.13990, 4.52962)
H (2.91268, -1.82190, 4.39454)
H (3.41777, -1.01727, 5.75138)
C (5.34045, -1.72453, 1.92444)
C (5.66459, -2.98123, 2.43688)
C (4.59715, -3.84228, 2.70222)
C (3.28334, -3.42590, 2.55254)
C (2.99047, -2.13167, 2.16172)
C (4.03779, -1.29844, 1.76344)
H (6.06755, -0.98585, 1.59967)
H (6.65766, -3.39038, 2.54557)
H (4.75195, -4.88977, 2.93207)
H (2.51934, -4.17201, 2.73146)
H (1.94227, -1.89018, 2.04235)
H (3.70878, -0.37966, 1.29399)
C (-3.70825, -1.61681, 0.87833)
C (-3.92005, -0.68517, 1.86714)
C (-4.88659, -0.91236, 2.82928)
C (-5.61868, -2.08753, 2.81641)
C (-5.35785, -3.06070, 1.86038)
C (-4.38359, -2.83959, 0.90754)
H (-3.04428, -1.42473, 0.04318)
H (-3.30921, 0.20973, 1.83087)
H (-5.07235, -0.21774, 3.64079)
H (-6.40895, -2.31941, 3.51975)
H (-5.87821, -4.01067, 1.83649)
H (-4.00593, -3.53624, 0.16700)
C (1.41153, -1.26805, -5.90459)
C (0.10100, -0.97507, -6.26603)
C (-0.93924, -1.68078, -5.69130)
C (-0.72085, -2.56762, -4.63972)
C (0.58460, -2.91771, -4.30734)
C (1.62172, -2.26123, -4.96287)
H (2.23049, -0.90994, -6.51467)
H (-0.11189, -0.26774, -7.05874)
H (-1.97054, -1.48032, -5.95799)
H (-1.55761, -2.96099, -4.07629)
H (0.82870, -3.49317, -3.42356)
H (2.65342, -2.51487, -4.74181)
C (0.47550, 2.58110, -2.79067)
C (0.14089, 1.31724, -3.24831)
C (0.10439, 0.27299, -2.31539)
C (0.22496, 0.53916, -0.97148)
C (0.54093, 1.79703, -0.50594)
C (0.67659, 2.82764, -1.43709)
N (0.01107, -0.56392, -0.03865)
O (0.44716, -0.43845, 1.08677)
O (-0.74138, -1.44574, -0.38707)
H (0.52632, 3.46583, -3.41444)
H (0.02801, 1.04469, -4.28678)
H (-0.10453, -0.68331, -2.77353)
H (0.70864, 2.08550, 0.52074)
H (0.95262, 3.81973, -1.12147)


# 2
Computed, not measured: 14 unconnected molecules or ions with the total composition C40H69BrCl27I2N4O6S at a distorted geometry, with ωB97M-V/def2-TZVPD.

The total charge is +1. The HOMO energy is -11.4 eV. As for the gap between HOMO and LUMO: 8.41 eV. As for the LUMO energy: -3.028 eV. The largest force on an atom is 2.519 eV Å⁻¹. As for the calculated total energy: -18228.3764 a.u.

Positions of all 150 atoms, in Å:
C (0.04574, -3.83158, 3.80094)
O (-0.39511, -2.48620, 3.77388)
C (-1.72208, -2.29193, 3.32863)
C (-1.93630, -0.76115, 3.55380)
Cl (-1.44072, -0.49772, 5.29211)
O (-0.97065, -0.23318, 2.71157)
C (-0.62756, 1.15433, 2.82731)
C (0.73629, 1.27039, 3.51326)
C (1.66370, 0.22353, 2.92184)
N (2.72943, 0.48178, 2.28892)
C (-1.77762, 1.99666, 3.41700)
C (-1.60385, 2.61254, 4.81776)
I (-0.42076, 4.42639, 4.58891)
C (-2.89681, 3.02655, 5.55967)
C (-2.59155, 3.12164, 7.04560)
I (-3.64881, 4.94789, 4.92584)
N (-3.13038, 1.39672, 3.11183)
C (-3.60665, 1.97587, 1.79765)
C (-2.74248, 1.70831, 0.57295)
C (-3.52805, 1.77815, -0.74334)
C (-2.89819, 2.74451, -1.74185)
C (-1.71764, 2.12228, -2.47978)
C (-2.10971, 1.43620, -3.77848)
C (-0.99981, 0.51974, -4.30481)
C (-0.86965, 0.47303, -5.82180)
O (0.40190, 1.02951, -6.20097)
C (0.84293, 0.64857, -7.41354)
C (2.31916, 0.77117, -7.60536)
O (0.10838, 0.26622, -8.28234)
C (-3.34236, -0.13968, 3.33634)
C (-4.29541, -0.62161, 2.22153)
C (-4.98951, -1.99268, 2.07962)
S (-4.72696, -2.65334, 0.39245)
C (-6.07830, -3.73943, 0.37967)
N (-6.85365, -4.00532, 1.42576)
N (-7.77500, -4.95720, 0.96809)
C (-7.47917, -5.16585, -0.30296)
O (-6.42530, -4.42478, -0.73588)
C (-4.20405, -0.18747, 4.63671)
C (-4.73553, -1.49759, 5.19761)
O (-5.85372, -1.81500, 4.96221)
Br (-3.75925, -2.64320, 6.40348)
H (1.12388, -3.80765, 3.91793)
H (-0.17273, -4.35978, 2.87858)
H (-0.36663, -4.34251, 4.67103)
H (-2.38414, -2.89832, 3.94385)
H (-1.76807, -2.53044, 2.26707)
H (-0.45757, 1.48246, 1.80889)
H (0.71809, 1.08879, 4.58309)
H (1.20147, 2.21903, 3.27774)
H (1.42007, -0.81948, 3.07707)
H (2.88395, 1.48832, 2.21167)
H (-1.73267, 2.87499, 2.78269)
H (-0.99152, 2.06813, 5.51784)
H (-3.75367, 2.37496, 5.42989)
H (-2.18032, 2.16616, 7.37003)
H (-1.84467, 3.88221, 7.24812)
H (-3.48248, 3.35098, 7.61712)
H (-3.77306, 1.85452, 3.75830)
H (-3.64956, 3.05306, 1.95587)
H (-4.64540, 1.76395, 1.59337)
H (-1.94754, 2.45020, 0.52880)
H (-2.23003, 0.75591, 0.68582)
H (-4.58959, 1.96718, -0.60032)
H (-3.46724, 0.78992, -1.19989)
H (-3.65440, 3.04917, -2.46105)
H (-2.54958, 3.64046, -1.24119)
H (-1.14020, 1.43788, -1.85625)
H (-1.03612, 2.92745, -2.75092)
H (-3.00622, 0.83151, -3.63835)
H (-2.33530, 2.17044, -4.54742)
H (-0.03094, 0.77362, -3.88228)
H (-1.19575, -0.50162, -3.98585)
H (-1.69568, 0.95588, -6.33545)
H (-0.87728, -0.55804, -6.16137)
H (2.83058, 1.16421, -6.73393)
H (2.51348, 1.43484, -8.43624)
H (2.74511, -0.19321, -7.85691)
H (-5.14079, 0.03743, 2.35498)
H (-3.84111, -0.43370, 1.25630)
H (-6.05893, -1.83476, 2.09691)
H (-4.79576, -2.78970, 2.78722)
H (-7.99907, -5.85695, -0.93968)
H (-5.11333, 0.35879, 4.38912)
H (-3.73413, 0.38222, 5.42839)
C (0.96556, -0.13900, 8.23916)
Cl (1.46479, 1.54404, 8.03574)
Cl (-0.78471, -0.27547, 8.46200)
H (1.24049, -0.68891, 7.34667)
H (1.45881, -0.55261, 9.10978)
C (-7.14051, -2.26591, 8.26472)
Cl (-7.72726, -0.61704, 8.52345)
Cl (-5.96204, -2.75437, 9.48676)
H (-7.98228, -2.94579, 8.30591)
H (-6.66650, -2.31174, 7.29217)
C (-3.58458, 6.39692, -3.34412)
Cl (-2.85681, 6.35494, -1.73024)
Cl (-2.62784, 5.48694, -4.51729)
H (-4.57291, 5.95798, -3.28721)
H (-3.64490, 7.42877, -3.66631)
C (3.00806, -2.74399, -3.86761)
Cl (3.63490, -2.51989, -2.23167)
Cl (4.27670, -3.21734, -5.00038)
H (2.25556, -3.52263, -3.84301)
H (2.58193, -1.80810, -4.20604)
C (6.65361, 1.65865, -8.19184)
Cl (5.09675, 1.99473, -8.96592)
Cl (6.53408, 0.89720, -6.59822)
H (7.21755, 0.99484, -8.83513)
H (7.16789, 2.60478, -8.07468)
C (6.83581, 1.92595, -2.47879)
Cl (5.31027, 1.53735, -3.28129)
Cl (8.19816, 1.74036, -3.58093)
H (6.80176, 2.94716, -2.11871)
H (6.97055, 1.23988, -1.65166)
C (-9.70201, -6.92756, 2.86687)
Cl (-9.10465, -8.40506, 3.63944)
Cl (-10.79767, -7.27574, 1.52389)
H (-10.23645, -6.34565, 3.60744)
H (-8.85826, -6.36789, 2.48200)
C (10.86871, 4.54159, -2.10402)
Cl (11.73105, 3.20113, -1.33761)
Cl (9.11497, 4.40606, -1.89869)
H (11.19697, 5.46966, -1.65199)
H (11.07915, 4.54008, -3.17237)
C (13.29236, 5.74548, -5.36648)
Cl (14.14829, 4.43716, -4.54742)
Cl (11.53974, 5.62821, -5.13104)
H (13.62895, 6.69057, -4.95927)
H (13.49962, 5.69100, -6.42769)
C (6.45207, 4.65345, -5.00295)
Cl (5.79911, 4.86298, -6.63359)
Cl (7.41304, 6.04379, -4.47715)
H (5.62393, 4.52536, -4.31652)
H (7.08608, 3.77530, -4.99994)
C (-4.78170, -6.89206, 1.33604)
Cl (-3.64975, -5.84154, 0.47077)
Cl (-4.92123, -6.42960, 3.03565)
H (-5.75592, -6.78942, 0.87507)
H (-4.44036, -7.91775, 1.27461)
C (5.75328, -6.37541, -3.70059)
Cl (4.45700, -6.68517, -2.53001)
Cl (6.34558, -7.86596, -4.44251)
H (5.36218, -5.73263, -4.47824)
H (6.57626, -5.89170, -3.18605)
C (8.60144, -3.24254, -3.90482)
Cl (8.36996, -4.39521, -2.58265)
Cl (7.94690, -3.84710, -5.43036)
H (8.08684, -2.32472, -3.64683)
H (9.66158, -3.06231, -4.03068)


# 3
Computed, not measured: 10 unconnected molecules or ions with the total composition C40H69FN7O32P2, with ωB97M-V/def2-TZVPD.

The total charge is +1. The HOMO energy is -11.2 eV. As for the gap between HOMO and LUMO: 9.42 eV. As for the LUMO energy: -1.815 eV. The largest force on an atom is 0.938 eV Å⁻¹. As for the calculated total energy: -5139.1894 a.u.

Positions of all 151 atoms, in Å:
C (5.12747, 1.47619, 2.60064)
C (6.05898, 1.05445, 1.46543)
C (5.59492, -0.14052, 0.62308)
F (6.41383, -1.22214, 0.87602)
N (4.25808, -0.62818, 0.94794)
C (3.14775, -0.42116, 0.26849)
N (3.06959, 0.38907, -0.82929)
C (3.43252, 1.79801, -0.63922)
N (2.66304, 2.43002, 0.41252)
C (1.81993, 0.00173, -1.53496)
P (0.98606, 1.31246, -2.51965)
N (0.59452, 2.64974, -1.84983)
O (-0.28985, 0.46995, -2.99778)
O (1.97029, 1.38624, -3.76774)
C (0.99550, -0.85911, -0.50627)
C (-0.25131, -0.11510, 0.01227)
C (-0.68425, -0.48626, 1.43346)
C (-2.09357, -0.01378, 1.78010)
C (-2.24928, 1.49780, 1.72231)
O (-3.59577, 1.91622, 1.94020)
P (0.70015, -2.49370, -1.36144)
N (2.02246, -3.27085, -1.39010)
O (0.19804, -2.08704, -2.78966)
O (-0.63445, -3.12459, -0.72182)
N (1.99571, -1.01238, 0.59223)
C (2.03562, -2.21028, 1.45952)
N (2.12774, -1.87395, 2.86660)
C (1.21517, -2.69999, 3.67008)
H (5.16074, 0.76522, 3.42424)
H (4.09096, 1.58335, 2.28737)
H (5.44945, 2.44357, 2.98881)
H (6.24466, 1.89789, 0.79700)
H (7.03213, 0.77125, 1.86782)
H (5.62012, 0.04621, -0.45143)
H (4.25019, -1.18175, 1.79842)
H (4.48163, 1.82395, -0.36209)
H (3.35924, 2.28512, -1.61501)
H (2.69194, 3.43734, 0.31633)
H (1.68941, 2.16149, 0.34337)
H (2.14562, -0.68508, -2.32373)
H (1.07980, 3.40025, -2.33838)
H (-1.00004, 1.11732, -3.14046)
H (2.26053, 2.30275, -3.93921)
H (-0.01512, 0.95093, 0.00353)
H (-1.08100, -0.26754, -0.68234)
H (-0.62104, -1.56261, 1.60951)
H (0.01864, -0.03511, 2.14017)
H (-2.31244, -0.33898, 2.80287)
H (-2.84422, -0.49312, 1.13851)
H (-1.64605, 1.94844, 2.51487)
H (-1.90117, 1.89419, 0.76406)
H (-4.15857, 1.14491, 1.81332)
H (2.00981, -4.22224, -1.05109)
H (-0.71020, -1.74590, -2.88871)
H (-0.74704, -3.00592, 0.22801)
H (2.86068, -2.83660, 1.11294)
H (1.11916, -2.76432, 1.28332)
H (3.05145, -2.14848, 3.18647)
H (1.44032, -3.76753, 3.56200)
H (1.30621, -2.41282, 4.71592)
H (0.18274, -2.52392, 3.36358)
C (2.81640, 4.29211, 6.78094)
C (4.27160, 3.96309, 6.49160)
O (4.18944, 2.60147, 6.05826)
C (2.93931, 2.36611, 5.59893)
O (2.60333, 1.38129, 5.02625)
O (2.12740, 3.41000, 5.88698)
H (2.54143, 5.31983, 6.56312)
H (2.53069, 4.04449, 7.80412)
H (4.67867, 4.56445, 5.67709)
H (4.92358, 4.03179, 7.35722)
C (-1.61541, -1.84510, -6.47036)
C (-1.30545, -0.50087, -5.83921)
O (-2.25910, 0.36195, -6.48522)
C (-3.29364, -0.39312, -6.90918)
O (-4.32337, 0.04609, -7.32067)
O (-3.00797, -1.70319, -6.80022)
H (-1.48170, -2.68984, -5.80403)
H (-1.05281, -2.01904, -7.38702)
H (-1.51772, -0.48893, -4.77360)
H (-0.29533, -0.15205, -6.03407)
C (5.49290, -3.00632, 6.95102)
C (4.28830, -3.72708, 6.37080)
O (4.02040, -2.94326, 5.19343)
C (5.14218, -2.29120, 4.84169)
O (5.26948, -1.65222, 3.83790)
O (6.09026, -2.42845, 5.77640)
H (6.21029, -3.65922, 7.43760)
H (5.21108, -2.19686, 7.62413)
H (4.52566, -4.74388, 6.05719)
H (3.41114, -3.73041, 7.01186)
C (-1.10789, -0.67034, 6.31880)
C (-2.21432, -1.42978, 7.03262)
O (-1.51365, -2.60056, 7.48299)
C (-0.19800, -2.32373, 7.55746)
O (0.63155, -3.03822, 8.02497)
O (0.06511, -1.11829, 7.00001)
H (-1.18971, 0.41110, 6.38094)
H (-1.02594, -0.96934, 5.27034)
H (-2.60266, -0.89290, 7.89833)
H (-3.04439, -1.71917, 6.39639)
C (-5.00039, 3.45841, -7.21810)
C (-6.14098, 2.46266, -7.30238)
O (-7.26547, 3.31739, -7.55022)
C (-6.82077, 4.46683, -8.10702)
O (-7.51352, 5.30933, -8.57600)
O (-5.46730, 4.52308, -8.05189)
H (-4.05835, 3.07212, -7.59510)
H (-4.86096, 3.84728, -6.20709)
H (-6.02189, 1.77156, -8.13458)
H (-6.30180, 1.89644, -6.39058)
C (-1.42215, -6.73480, -8.38462)
C (-2.24574, -5.60835, -7.78023)
O (-1.23174, -4.78986, -7.18565)
C (-0.05632, -5.02200, -7.82394)
O (0.92120, -4.36498, -7.67370)
O (-0.17126, -6.08657, -8.64215)
H (-1.82378, -7.12933, -9.31303)
H (-1.25321, -7.55095, -7.68088)
H (-2.76833, -5.02224, -8.53747)
H (-2.94953, -5.93058, -7.01834)
C (-5.07502, -3.14733, -1.46508)
C (-5.58370, -3.04155, -2.89335)
O (-4.66432, -2.09326, -3.46108)
C (-3.53599, -2.11651, -2.74590)
O (-2.52958, -1.55594, -3.08416)
O (-3.67818, -2.82822, -1.62087)
H (-5.17399, -4.13437, -1.02492)
H (-5.52395, -2.40267, -0.80745)
H (-5.49078, -3.97836, -3.44253)
H (-6.59688, -2.66324, -2.98175)
C (-5.80054, 1.96933, 5.51287)
C (-6.40094, 1.11423, 4.41094)
O (-5.96725, -0.19982, 4.78297)
C (-5.71292, -0.20786, 6.11421)
O (-5.47837, -1.18374, 6.75182)
O (-5.74460, 1.04716, 6.60771)
H (-6.40219, 2.83094, 5.78533)
H (-4.78517, 2.29151, 5.27649)
H (-7.49095, 1.14504, 4.40892)
H (-6.02426, 1.36102, 3.42274)
C (2.71109, 7.49900, -3.08900)
C (4.15362, 7.03406, -2.97281)
O (3.99495, 5.60573, -2.86349)
C (2.81963, 5.27369, -3.41229)
O (2.47412, 4.14596, -3.63606)
O (2.07817, 6.35009, -3.68086)
H (2.56834, 8.36203, -3.73096)
H (2.24895, 7.68040, -2.11862)
H (4.73619, 7.24393, -3.86935)
H (4.67572, 7.40936, -2.09866)